Record 1
A 13-piece molecular cluster, C46H128N10O13 overall at a distorted geometry, computed with ωB97M-V/def2-TZVPD.

```
! wB97M-V def2-TZVPD RIJCOSX def2/J DEFGRID3
* xyz 0 1
C 2.940 2.333 3.518
C 1.570 2.514 4.109
O 1.703 2.745 5.480
H 3.353 1.500 4.088
H 3.495 3.253 3.698
H 2.920 2.225 2.434
H 0.934 1.667 3.850
H 1.080 3.414 3.738
H 1.968 1.928 5.909
C -1.846 2.002 5.386
C -2.177 2.133 3.921
O -3.259 2.974 3.735
H -2.799 2.034 5.914
H -1.210 2.822 5.721
H -1.415 1.042 5.671
H -2.528 1.157 3.587
H -1.304 2.462 3.358
H -3.468 3.049 2.801
C -4.332 -1.728 2.056
C -4.660 -0.818 0.867
O -3.532 -0.662 0.011
H -4.219 -2.742 1.671
H -5.146 -1.693 2.779
H -3.368 -1.398 2.442
H -5.087 0.152 1.120
H -5.350 -1.301 0.175
H -3.417 -1.559 -0.313
C 4.380 -3.269 -1.620
C 3.100 -2.376 -1.529
C 3.184 -1.006 -2.233
O 4.494 -0.459 -2.001
C 4.697 0.843 -2.397
N 2.039 -3.155 -2.129
H 4.691 -3.291 -2.664
H 4.094 -4.205 -1.140
H 5.151 -2.907 -0.940
H 2.912 -2.231 -0.466
H 2.448 -0.319 -1.815
H 2.925 -1.141 -3.284
H 5.648 1.248 -2.052
H 3.904 1.506 -2.049
H 4.799 0.938 -3.478
H 1.705 -3.861 -1.488
H 1.226 -2.556 -2.158
C -1.032 6.014 -6.231
C -0.552 4.607 -5.906
C -0.777 4.195 -4.429
O 0.179 4.902 -3.594
C 0.359 4.360 -2.334
N -1.326 3.660 -6.720
H -0.467 6.269 -7.128
H -0.769 6.714 -5.438
H -2.097 6.062 -6.456
H 0.508 4.460 -6.115
H -0.567 3.129 -4.337
H -1.733 4.535 -4.029
H 0.717 3.334 -2.415
H -0.488 4.396 -1.648
H 1.202 4.832 -1.829
H -1.188 4.011 -7.657
H -0.867 2.762 -6.665
C 1.436 0.681 -4.688
C 0.072 -0.046 -4.896
C -0.276 -0.438 -6.332
O -0.318 0.755 -7.180
C -0.800 0.530 -8.493
N 0.132 -1.176 -4.067
H 1.529 1.009 -3.652
H 1.271 1.590 -5.265
H 2.295 0.135 -5.078
H -0.744 0.519 -4.445
H -1.273 -0.878 -6.368
H 0.425 -1.183 -6.707
H -1.882 0.397 -8.472
H -0.523 -0.394 -9.000
H -0.573 1.350 -9.176
H 0.976 -1.683 -4.292
H -0.574 -1.869 -4.273
C 1.101 -8.202 3.322
C 1.695 -7.004 3.957
C 0.800 -5.696 3.911
O 0.318 -5.402 2.617
C -0.712 -4.356 2.621
N 2.062 -7.267 5.354
H 0.179 -8.504 3.819
H 1.843 -9.000 3.338
H 0.903 -7.908 2.292
H 2.612 -6.813 3.400
H 1.467 -4.865 4.139
H 0.022 -5.675 4.674
H -0.585 -3.743 1.729
H -0.683 -3.760 3.534
H -1.650 -4.901 2.729
H 1.121 -7.420 5.688
H 2.277 -6.452 5.910
C -5.249 5.393 2.042
C -4.552 4.738 0.817
C -3.318 5.535 0.440
O -3.724 6.661 -0.330
C -2.711 7.373 -0.964
N -4.292 3.342 1.169
H -5.099 6.471 1.989
H -4.826 5.003 2.968
H -6.332 5.279 2.068
H -5.306 4.771 0.030
H -2.662 4.889 -0.144
H -2.677 5.788 1.285
H -1.786 7.521 -0.408
H -3.184 8.314 -1.245
H -2.313 6.810 -1.809
H -4.031 2.924 0.287
H -5.193 2.957 1.416
C 4.967 -0.260 1.186
C 6.494 -0.240 1.182
C 7.140 -1.549 1.590
O 6.605 -1.960 2.869
C 7.541 -2.709 3.627
N 6.892 0.295 -0.078
H 4.637 -0.402 2.215
H 4.540 -1.046 0.563
H 4.556 0.698 0.868
H 6.832 0.453 1.953
H 8.218 -1.400 1.631
H 7.043 -2.344 0.850
H 8.351 -2.201 4.150
H 8.044 -3.499 3.068
H 7.020 -3.284 4.393
H 6.398 -0.093 -0.869
H 7.809 -0.077 -0.280
C -4.710 3.273 -3.036
C -4.575 1.880 -2.437
C -3.878 0.984 -3.478
O -4.877 0.776 -4.543
C -4.358 0.090 -5.608
N -3.727 1.972 -1.211
H -3.758 3.799 -3.114
H -5.343 3.812 -2.332
H -5.169 3.273 -4.025
H -5.533 1.414 -2.207
H -3.642 0.015 -3.037
H -2.955 1.445 -3.830
H -3.806 -0.818 -5.367
H -3.684 0.811 -6.073
H -5.083 -0.204 -6.366
H -2.754 1.876 -1.462
H -3.769 1.111 -0.684
C -1.571 -3.140 -1.832
C -2.759 -2.696 -2.673
C -2.925 -3.307 -4.017
O -1.971 -2.847 -4.950
C -2.199 -3.578 -6.195
N -3.943 -2.843 -1.855
H -1.731 -2.693 -0.851
H -0.662 -2.772 -2.308
H -1.504 -4.228 -1.858
H -2.614 -1.652 -2.951
H -3.915 -3.040 -4.387
H -2.890 -4.392 -3.918
H -2.136 -4.666 -6.191
H -1.447 -3.323 -6.942
H -3.142 -3.264 -6.641
H -4.137 -3.820 -1.691
H -4.723 -2.471 -2.377
C 1.474 -1.297 6.453
C 2.330 -0.367 7.332
C 3.025 -1.183 8.471
O 2.120 -1.398 9.535
C 2.608 -2.037 10.697
N 3.191 0.428 6.527
H 2.088 -2.069 5.988
H 0.872 -0.780 5.706
H 0.800 -1.836 7.119
H 1.732 0.458 7.719
H 3.917 -0.658 8.814
H 3.465 -2.088 8.051
H 2.950 -3.045 10.461
H 1.871 -2.108 11.497
H 3.401 -1.390 11.072
H 3.973 0.784 7.057
H 3.740 -0.196 5.953
C -0.974 1.598 0.561
C -0.281 0.591 -0.354
C 0.255 -0.605 0.497
O 1.160 -0.194 1.487
C 1.354 -1.185 2.537
N -1.265 0.270 -1.375
H -1.267 2.437 -0.069
H -0.324 1.974 1.351
H -1.843 1.271 1.133
H 0.511 1.174 -0.824
H 0.761 -1.339 -0.130
H -0.579 -1.099 0.995
H 2.329 -0.922 2.946
H 1.392 -2.230 2.230
H 0.623 -1.102 3.342
H -0.762 -0.304 -2.037
H -1.878 -0.321 -0.831
*
```

Calculated values
Energy relative to the best compared isomer or geometry (same formula, charge and spin) = 3.581 eV
Highest occupied orbital energy = -8.62 eV
E = -3354.77445 Ha
Kohn-Sham gap = 8.875 eV
E_LUMO = 0.25 eV
Max |F| = 2.87 eV/Å

=====

Record 2
C29H29BF4FeN6PS as an isolated structure, computed with ωB97M-V/def2-TZVPD.

```
! wB97M-V def2-TZVPD RIJCOSX def2/J DEFGRID3
* xyz 0 6
Fe 0.767 0.313 0.435
C 2.320 -1.525 5.723
C 2.372 -2.142 4.334
N 3.070 -1.300 3.375
C 2.527 -0.319 2.658
S 0.862 0.121 2.872
N 3.372 0.257 1.778
N 2.755 0.884 0.785
C 3.444 1.793 0.095
C 4.816 2.203 0.533
C 2.822 2.350 -1.030
C 3.194 3.539 -1.695
C 2.344 4.180 -2.543
C 1.015 3.656 -2.734
C 0.681 2.454 -2.259
N 1.649 1.659 -1.553
H 1.797 -2.191 6.410
H 3.323 -1.348 6.112
H 1.787 -0.575 5.696
H 2.896 -3.097 4.350
H 1.369 -2.330 3.950
H 4.008 -1.548 3.098
H 4.888 2.135 1.616
H 5.560 1.521 0.115
H 5.060 3.214 0.219
H 4.153 3.979 -1.461
H 2.632 5.106 -3.018
H 0.269 4.229 -3.267
H -0.275 1.970 -2.405
N -0.515 2.207 0.677
C -1.919 2.195 0.309
C -2.694 3.334 0.504
C -4.040 3.323 0.187
C -4.626 2.169 -0.320
C -3.854 1.040 -0.520
C -2.491 1.039 -0.221
P -1.419 -0.409 -0.500
C -1.472 -0.717 -2.288
C -2.026 0.164 -3.212
C -1.924 -0.099 -4.573
C -1.268 -1.239 -5.010
C -0.706 -2.115 -4.090
C -0.799 -1.857 -2.733
C -2.303 -1.815 0.225
C -1.899 -2.271 1.475
C -2.561 -3.336 2.069
C -3.617 -3.950 1.414
C -4.007 -3.512 0.154
C -3.347 -2.452 -0.444
H -0.066 3.031 0.284
H -0.416 2.277 1.688
H -2.236 4.225 0.918
H -4.636 4.213 0.344
H -5.682 2.154 -0.557
H -4.309 0.140 -0.914
H -2.544 1.056 -2.879
H -2.359 0.588 -5.287
H -1.184 -1.441 -6.070
H -0.175 -2.995 -4.428
H -0.329 -2.529 -2.022
H -1.045 -1.823 1.970
H -2.230 -3.699 3.032
H -4.124 -4.788 1.874
H -4.815 -4.008 -0.369
H -3.627 -2.138 -1.443
F 0.959 -3.909 -0.231
B 1.560 -3.097 0.713
F 1.019 -3.260 1.981
F 2.933 -3.167 0.717
F 1.210 -1.691 0.309
N 2.172 -0.507 -2.728
C 1.933 0.482 -2.191
*
```

Calculated values
Energy relative to the best compared isomer or geometry (same formula, charge and spin) = 1.389 eV
Highest occupied orbital energy (alpha / beta) = -6.98 / -7.87 eV
E = -3878.82103 Ha
Kohn-Sham gap (alpha / beta) = 7.139 / 6.671 eV
E_LUMO (alpha / beta) = 0.16 / -1.20 eV
Max |F| = 0.42 eV/Å

=====

Record 3
C10H22N3Sn as an isolated structure at a distorted geometry, computed with ωB97M-V/def2-TZVPD.

```
! wB97M-V def2-TZVPD RIJCOSX def2/J DEFGRID3
* xyz -1 1
C 2.602 0.800 -1.554
Sn 1.529 -1.090 -1.512
N -0.558 -2.835 -1.652
N 1.020 -0.797 -3.926
H -1.450 -2.393 -1.413
H 2.704 -2.343 -1.400
H 3.165 0.871 -0.613
H 1.874 1.620 -1.626
H 3.283 0.776 -2.415
H 0.053 -0.599 -4.199
H 1.326 -1.644 -4.419
H 1.615 -0.020 -4.233
H -0.639 -3.281 -2.575
H -0.355 -3.552 -0.952
C -2.786 0.950 0.248
N -1.776 1.885 0.654
C -2.094 2.723 1.775
C -0.378 1.616 0.319
C 0.206 0.450 1.080
C 0.244 0.613 2.471
C 0.569 -0.456 3.303
C 0.959 -1.667 2.735
C 0.986 -1.828 1.343
C 0.687 -0.745 0.517
H -3.766 1.439 0.360
H -2.792 0.033 0.871
H -2.629 0.659 -0.803
H -2.240 2.149 2.709
H -1.294 3.462 1.937
H -3.041 3.243 1.572
H -0.298 1.467 -0.768
H 0.187 2.529 0.590
H -0.004 1.589 2.907
H 0.526 -0.335 4.388
H 1.270 -2.500 3.366
H 1.295 -2.788 0.914
*
```

Calculated values
Highest occupied orbital energy (alpha / beta) = -0.30 / -0.30 eV
E = -772.64885 Ha
Kohn-Sham gap (alpha / beta) = 3.417 / 3.412 eV
E_LUMO (alpha / beta) = 3.11 / 3.11 eV
Max |F| = 1.83 eV/Å

=====

Q: The highest E belongs to which entry?
A: C10H22N3Sn

=====

Repeat the second record exactly.
C29H29BF4FeN6PS as an isolated structure, computed with ωB97M-V/def2-TZVPD.

```
! wB97M-V def2-TZVPD RIJCOSX def2/J DEFGRID3
* xyz 0 6
Fe 0.767 0.313 0.435
C 2.320 -1.525 5.723
C 2.372 -2.142 4.334
N 3.070 -1.300 3.375
C 2.527 -0.319 2.658
S 0.862 0.121 2.872
N 3.372 0.257 1.778
N 2.755 0.884 0.785
C 3.444 1.793 0.095
C 4.816 2.203 0.533
C 2.822 2.350 -1.030
C 3.194 3.539 -1.695
C 2.344 4.180 -2.543
C 1.015 3.656 -2.734
C 0.681 2.454 -2.259
N 1.649 1.659 -1.553
H 1.797 -2.191 6.410
H 3.323 -1.348 6.112
H 1.787 -0.575 5.696
H 2.896 -3.097 4.350
H 1.369 -2.330 3.950
H 4.008 -1.548 3.098
H 4.888 2.135 1.616
H 5.560 1.521 0.115
H 5.060 3.214 0.219
H 4.153 3.979 -1.461
H 2.632 5.106 -3.018
H 0.269 4.229 -3.267
H -0.275 1.970 -2.405
N -0.515 2.207 0.677
C -1.919 2.195 0.309
C -2.694 3.334 0.504
C -4.040 3.323 0.187
C -4.626 2.169 -0.320
C -3.854 1.040 -0.520
C -2.491 1.039 -0.221
P -1.419 -0.409 -0.500
C -1.472 -0.717 -2.288
C -2.026 0.164 -3.212
C -1.924 -0.099 -4.573
C -1.268 -1.239 -5.010
C -0.706 -2.115 -4.090
C -0.799 -1.857 -2.733
C -2.303 -1.815 0.225
C -1.899 -2.271 1.475
C -2.561 -3.336 2.069
C -3.617 -3.950 1.414
C -4.007 -3.512 0.154
C -3.347 -2.452 -0.444
H -0.066 3.031 0.284
H -0.416 2.277 1.688
H -2.236 4.225 0.918
H -4.636 4.213 0.344
H -5.682 2.154 -0.557
H -4.309 0.140 -0.914
H -2.544 1.056 -2.879
H -2.359 0.588 -5.287
H -1.184 -1.441 -6.070
H -0.175 -2.995 -4.428
H -0.329 -2.529 -2.022
H -1.045 -1.823 1.970
H -2.230 -3.699 3.032
H -4.124 -4.788 1.874
H -4.815 -4.008 -0.369
H -3.627 -2.138 -1.443
F 0.959 -3.909 -0.231
B 1.560 -3.097 0.713
F 1.019 -3.260 1.981
F 2.933 -3.167 0.717
F 1.210 -1.691 0.309
N 2.172 -0.507 -2.728
C 1.933 0.482 -2.191
*
```

Calculated values
Energy relative to the best compared isomer or geometry (same formula, charge and spin) = 1.389 eV
Highest occupied orbital energy (alpha / beta) = -6.98 / -7.87 eV
E = -3878.82103 Ha
Kohn-Sham gap (alpha / beta) = 7.139 / 6.671 eV
E_LUMO (alpha / beta) = 0.16 / -1.20 eV
Max |F| = 0.42 eV/Å

=====

Q: What is the formula in the first record?
A: C46H128N10O13

=====

Please write out number 2 again, unchanged.
C29H29BF4FeN6PS as an isolated structure, computed with ωB97M-V/def2-TZVPD.

```
! wB97M-V def2-TZVPD RIJCOSX def2/J DEFGRID3
* xyz 0 6
Fe 0.767 0.313 0.435
C 2.320 -1.525 5.723
C 2.372 -2.142 4.334
N 3.070 -1.300 3.375
C 2.527 -0.319 2.658
S 0.862 0.121 2.872
N 3.372 0.257 1.778
N 2.755 0.884 0.785
C 3.444 1.793 0.095
C 4.816 2.203 0.533
C 2.822 2.350 -1.030
C 3.194 3.539 -1.695
C 2.344 4.180 -2.543
C 1.015 3.656 -2.734
C 0.681 2.454 -2.259
N 1.649 1.659 -1.553
H 1.797 -2.191 6.410
H 3.323 -1.348 6.112
H 1.787 -0.575 5.696
H 2.896 -3.097 4.350
H 1.369 -2.330 3.950
H 4.008 -1.548 3.098
H 4.888 2.135 1.616
H 5.560 1.521 0.115
H 5.060 3.214 0.219
H 4.153 3.979 -1.461
H 2.632 5.106 -3.018
H 0.269 4.229 -3.267
H -0.275 1.970 -2.405
N -0.515 2.207 0.677
C -1.919 2.195 0.309
C -2.694 3.334 0.504
C -4.040 3.323 0.187
C -4.626 2.169 -0.320
C -3.854 1.040 -0.520
C -2.491 1.039 -0.221
P -1.419 -0.409 -0.500
C -1.472 -0.717 -2.288
C -2.026 0.164 -3.212
C -1.924 -0.099 -4.573
C -1.268 -1.239 -5.010
C -0.706 -2.115 -4.090
C -0.799 -1.857 -2.733
C -2.303 -1.815 0.225
C -1.899 -2.271 1.475
C -2.561 -3.336 2.069
C -3.617 -3.950 1.414
C -4.007 -3.512 0.154
C -3.347 -2.452 -0.444
H -0.066 3.031 0.284
H -0.416 2.277 1.688
H -2.236 4.225 0.918
H -4.636 4.213 0.344
H -5.682 2.154 -0.557
H -4.309 0.140 -0.914
H -2.544 1.056 -2.879
H -2.359 0.588 -5.287
H -1.184 -1.441 -6.070
H -0.175 -2.995 -4.428
H -0.329 -2.529 -2.022
H -1.045 -1.823 1.970
H -2.230 -3.699 3.032
H -4.124 -4.788 1.874
H -4.815 -4.008 -0.369
H -3.627 -2.138 -1.443
F 0.959 -3.909 -0.231
B 1.560 -3.097 0.713
F 1.019 -3.260 1.981
F 2.933 -3.167 0.717
F 1.210 -1.691 0.309
N 2.172 -0.507 -2.728
C 1.933 0.482 -2.191
*
```

Calculated values
Energy relative to the best compared isomer or geometry (same formula, charge and spin) = 1.389 eV
Highest occupied orbital energy (alpha / beta) = -6.98 / -7.87 eV
E = -3878.82103 Ha
Kohn-Sham gap (alpha / beta) = 7.139 / 6.671 eV
E_LUMO (alpha / beta) = 0.16 / -1.20 eV
Max |F| = 0.42 eV/Å